# 1
{
  "formula": "C57H129F3O33",
  "method": "wB97M-V/def2-TZVPD",
  "species": ["C", "C", "O", "C", "O", "O", "F", "H", "H", "H", "C", "C", "O", "C", "O", "O", "F", "H", "H", "H", "C", "C", "O", "C", "O", "O", "F", "H", "H", "H", "C", "O", "C", "C", "O", "C", "H", "H", "H", "H", "H", "H", "H", "H", "H", "H", "C", "O", "C", "C", "O", "C", "H", "H", "H", "H", "H", "H", "H", "H", "H", "H", "C", "O", "C", "C", "O", "C", "H", "H", "H", "H", "H", "H", "H", "H", "H", "H", "C", "O", "C", "C", "O", "C", "H", "H", "H", "H", "H", "H", "H", "H", "H", "H", "C", "O", "C", "C", "O", "C", "H", "H", "H", "H", "H", "H", "H", "H", "H", "H", "C", "O", "C", "C", "O", "C", "H", "H", "H", "H", "H", "H", "H", "H", "H", "H", "C", "O", "C", "C", "O", "C", "H", "H", "H", "H", "H", "H", "H", "H", "H", "H", "C", "O", "C", "C", "O", "C", "H", "H", "H", "H", "H", "H", "H", "H", "H", "H", "C", "O", "C", "C", "O", "C", "H", "H", "H", "H", "H", "H", "H", "H", "H", "H", "C", "O", "C", "C", "O", "C", "H", "H", "H", "H", "H", "H", "H", "H", "H", "H", "C", "O", "C", "C", "O", "C", "H", "H", "H", "H", "H", "H", "H", "H", "H", "H", "C", "O", "C", "C", "O", "C", "H", "H", "H", "H", "H", "H", "H", "H", "H", "H"],
  "coordinates": [[-5.449, 4.587, 4.428], [-4.489, 5.423, 3.621], [-3.883, 4.419, 2.758], [-4.167, 3.177, 3.262], [-3.744, 2.211, 2.797], [-5.007, 3.275, 4.265], [-3.424, 5.812, 4.456], [-6.463, 4.724, 4.067], [-5.432, 4.839, 5.500], [-4.690, 6.325, 3.031], [-5.090, -0.441, 1.289], [-4.180, -0.245, 0.154], [-4.196, 1.146, 0.015], [-5.277, 1.691, 0.621], [-5.639, 2.812, 0.562], [-5.906, 0.680, 1.254], [-4.721, -0.624, -1.033], [-4.470, -0.543, 2.226], [-5.738, -1.295, 1.195], [-3.235, -0.727, 0.245], [5.188, -1.297, -2.811], [4.011, -0.658, -3.393], [2.997, -1.638, -3.369], [3.617, -2.847, -3.110], [3.073, -3.901, -3.270], [4.807, -2.657, -2.617], [4.258, -0.217, -4.637], [5.499, -0.867, -1.805], [6.040, -1.185, -3.473], [3.716, 0.187, -2.783], [0.516, 4.458, 4.620], [1.796, 4.601, 5.359], [2.155, 6.011, 5.252], [3.463, 6.054, 6.048], [4.451, 5.211, 5.421], [5.286, 4.424, 6.267], [0.458, 4.824, 3.595], [-0.303, 4.971, 5.181], [0.308, 3.387, 4.852], [1.393, 6.641, 5.677], [2.201, 6.247, 4.216], [3.228, 5.672, 7.057], [3.811, 7.088, 5.988], [6.107, 4.982, 6.758], [5.693, 3.625, 5.663], [4.696, 4.011, 7.090], [3.040, 5.818, -0.398], [2.610, 4.500, -0.478], [1.736, 4.355, -1.538], [1.790, 2.891, -2.046], [2.902, 2.744, -2.901], [2.604, 3.159, -4.256], [3.704, 5.924, 0.438], [2.233, 6.525, -0.178], [3.543, 6.101, -1.315], [1.840, 5.057, -2.373], [0.707, 4.474, -1.181], [0.829, 2.713, -2.561], [1.972, 2.224, -1.225], [1.744, 3.810, -4.310], [2.434, 2.215, -4.780], [3.497, 3.573, -4.631], [-1.263, -7.160, 0.710], [-0.918, -6.118, 1.674], [-0.795, -4.823, 1.160], [-1.701, -3.857, 1.839], [-3.024, -3.859, 1.222], [-3.992, -3.976, 2.303], [-1.162, -8.066, 1.283], [-0.543, -7.103, -0.140], [-2.278, -7.057, 0.294], [-0.970, -4.872, 0.111], [0.194, -4.447, 1.354], [-1.259, -2.858, 1.640], [-1.707, -4.073, 2.915], [-3.834, -3.210, 3.058], [-4.026, -4.998, 2.674], [-4.938, -3.820, 1.841], [-4.898, -2.444, -4.347], [-3.665, -2.730, -4.922], [-3.819, -3.433, -6.172], [-2.896, -4.596, -6.193], [-1.634, -4.093, -6.180], [-0.624, -5.023, -6.381], [-5.402, -3.342, -4.157], [-5.496, -1.765, -5.049], [-4.709, -1.958, -3.367], [-3.692, -2.745, -6.980], [-4.864, -3.838, -6.285], [-2.988, -5.291, -7.018], [-3.052, -5.254, -5.337], [-0.301, -5.465, -5.448], [0.251, -4.607, -6.902], [-1.051, -5.842, -6.991], [2.502, -0.137, -7.441], [1.093, -0.032, -7.284], [0.645, -0.739, -6.117], [-0.821, -0.566, -5.863], [-0.909, 0.580, -5.016], [-2.202, 1.195, -5.122], [2.709, -0.020, -8.496], [3.012, -1.071, -7.074], [2.908, 0.672, -6.885], [1.197, -0.322, -5.355], [0.859, -1.787, -6.310], [-1.218, -1.443, -5.293], [-1.355, -0.417, -6.798], [-2.215, 2.002, -4.273], [-3.042, 0.551, -4.900], [-2.270, 1.721, -6.035], [-6.055, -6.622, -3.661], [-4.827, -5.892, -3.723], [-4.011, -6.049, -2.649], [-2.703, -5.178, -2.731], [-1.683, -5.890, -3.377], [-0.457, -5.250, -3.095], [-6.757, -6.398, -4.456], [-6.613, -6.330, -2.761], [-5.740, -7.661, -3.571], [-3.657, -7.103, -2.544], [-4.433, -5.803, -1.687], [-2.361, -5.008, -1.691], [-2.879, -4.233, -3.255], [-0.446, -4.234, -3.557], [0.361, -5.771, -3.579], [-0.141, -5.232, -2.035], [1.075, -0.917, 2.771], [-0.093, -1.116, 3.584], [-1.137, -0.274, 3.248], [-2.178, -0.117, 4.382], [-2.864, -1.312, 4.697], [-2.156, -2.244, 5.402], [1.888, -0.518, 3.372], [0.758, -0.171, 2.028], [1.304, -1.875, 2.297], [-1.647, -0.661, 2.304], [-0.817, 0.739, 3.001], [-2.991, 0.550, 4.110], [-1.701, 0.355, 5.234], [-1.581, -1.773, 6.233], [-1.483, -2.849, 4.798], [-2.791, -2.915, 5.874], [-1.750, 7.708, -2.521], [-2.661, 7.482, -1.529], [-2.578, 6.223, -0.884], [-2.482, 5.103, -1.813], [-3.413, 5.212, -2.870], [-4.777, 4.929, -2.556], [-0.799, 7.542, -2.049], [-1.822, 8.712, -2.834], [-1.821, 7.055, -3.378], [-3.443, 6.078, -0.283], [-1.806, 6.164, -0.084], [-2.579, 4.215, -1.170], [-1.493, 5.043, -2.302], [-4.854, 3.966, -2.001], [-5.306, 5.028, -3.519], [-5.137, 5.790, -1.921], [2.589, -5.330, -0.242], [2.657, -5.155, 1.138], [3.493, -4.189, 1.677], [3.212, -4.167, 3.159], [1.901, -3.664, 3.461], [1.660, -3.582, 4.819], [1.947, -6.193, -0.524], [3.580, -5.548, -0.623], [2.334, -4.371, -0.667], [3.258, -3.211, 1.230], [4.576, -4.438, 1.529], [3.931, -3.536, 3.677], [3.325, -5.180, 3.551], [0.606, -3.211, 4.964], [2.337, -2.904, 5.239], [1.648, -4.636, 5.267], [6.941, 2.181, -1.159], [6.043, 1.720, -0.163], [4.911, 2.534, -0.059], [3.847, 1.690, 0.611], [3.390, 0.765, -0.299], [2.785, -0.386, 0.270], [7.842, 1.761, -0.812], [7.031, 3.231, -1.234], [6.703, 1.743, -2.142], [4.587, 2.611, -1.108], [5.172, 3.511, 0.357], [3.006, 2.240, 1.062], [4.223, 1.152, 1.435], [3.001, -0.440, 1.349], [3.093, -1.314, -0.224], [1.713, -0.229, 0.162], [-1.051, -1.757, -1.705], [-0.958, -0.754, -0.729], [-0.731, 0.573, -1.252], [-0.785, 1.590, -0.144], [0.528, 1.716, 0.421], [0.455, 2.705, 1.473], [-1.850, -1.513, -2.476], [-1.487, -2.627, -1.239], [-0.141, -1.918, -2.249], [-1.452, 0.781, -2.057], [0.315, 0.627, -1.673], [-1.471, 1.270, 0.627], [-1.178, 2.545, -0.637], [1.295, 2.672, 2.141], [-0.383, 2.609, 2.119], [0.347, 3.699, 1.058], [5.388, -0.664, 4.240], [4.110, -0.037, 4.162], [4.007, 1.011, 5.135], [2.743, 1.790, 5.108], [1.603, 1.100, 5.387], [1.712, 0.223, 6.505], [6.245, -0.009, 3.989], [5.358, -1.410, 3.443], [5.719, -1.146, 5.145], [4.926, 1.617, 4.978], [4.063, 0.551, 6.191], [2.638, 2.198, 4.089], [2.813, 2.620, 5.799], [1.763, 0.910, 7.437], [2.576, -0.457, 6.465], [0.798, -0.389, 6.604]],
  "largest_force_ev_per_a": 3.871,
  "total_charge": 0
}

# 2
{
  "formula": "C57H130N8O9",
  "method": "wB97M-V/def2-TZVPD",
  "species": ["C", "C", "C", "C", "C", "C", "C", "C", "C", "N", "O", "H", "H", "H", "H", "H", "H", "H", "H", "H", "H", "H", "H", "H", "H", "H", "H", "H", "H", "H", "C", "C", "C", "C", "C", "C", "C", "C", "C", "N", "O", "H", "H", "H", "H", "H", "H", "H", "H", "H", "H", "H", "H", "H", "H", "H", "H", "H", "H", "H", "C", "C", "C", "C", "C", "C", "C", "C", "C", "N", "O", "H", "H", "H", "H", "H", "H", "H", "H", "H", "H", "H", "H", "H", "H", "H", "H", "H", "H", "H", "C", "C", "C", "C", "C", "C", "C", "C", "C", "N", "O", "H", "H", "H", "H", "H", "H", "H", "H", "H", "H", "H", "H", "H", "H", "H", "H", "H", "H", "H", "C", "C", "C", "C", "C", "C", "C", "C", "C", "N", "O", "H", "H", "H", "H", "H", "H", "H", "H", "H", "H", "H", "H", "H", "H", "H", "H", "H", "H", "H", "C", "O", "C", "C", "C", "N", "H", "H", "H", "H", "H", "H", "H", "H", "H", "H", "H", "C", "O", "C", "C", "C", "N", "H", "H", "H", "H", "H", "H", "H", "H", "H", "H", "H", "C", "O", "C", "C", "C", "N", "H", "H", "H", "H", "H", "H", "H", "H", "H", "H", "H", "O", "H", "H"],
  "coordinates": [[-1.806, -6.351, 4.794], [-1.942, -4.818, 4.791], [-1.485, -4.335, 3.390], [-3.348, -4.340, 5.079], [-3.473, -2.875, 5.289], [-2.639, -2.492, 6.509], [-1.147, -2.946, 6.436], [-0.310, -2.012, 5.577], [-0.516, -2.964, 7.812], [-1.089, -4.324, 5.932], [0.292, -4.724, 5.609], [-2.197, -6.703, 5.784], [-2.420, -6.867, 4.054], [-0.776, -6.585, 4.608], [-2.055, -4.914, 2.659], [-1.768, -3.297, 3.234], [-0.421, -4.519, 3.180], [-3.938, -4.625, 4.180], [-3.752, -4.921, 6.020], [-3.118, -2.311, 4.429], [-4.460, -2.630, 5.630], [-3.206, -3.026, 7.249], [-2.594, -1.439, 6.810], [-0.762, -2.011, 4.572], [0.676, -2.284, 5.523], [-0.477, -0.985, 5.917], [-0.939, -3.766, 8.400], [-0.710, -1.961, 8.274], [0.562, -3.088, 7.830], [0.503, -5.299, 6.386], [-3.073, 2.759, 5.886], [-3.255, 1.895, 4.620], [-2.045, 1.052, 4.287], [-4.475, 0.988, 4.867], [-4.930, 0.247, 3.709], [-5.346, 1.248, 2.675], [-4.200, 2.143, 2.253], [-3.194, 1.461, 1.312], [-4.817, 3.361, 1.442], [-3.681, 2.727, 3.499], [-2.692, 3.737, 3.273], [-3.108, 2.085, 6.714], [-2.137, 3.224, 5.710], [-3.855, 3.511, 5.939], [-1.984, 0.345, 5.135], [-2.254, 0.455, 3.473], [-1.079, 1.499, 4.152], [-4.186, 0.190, 5.522], [-5.160, 1.721, 5.386], [-4.194, -0.376, 3.316], [-5.897, -0.357, 3.904], [-6.066, 1.900, 3.104], [-5.754, 0.860, 1.773], [-2.353, 2.079, 1.020], [-3.677, 1.246, 0.399], [-2.705, 0.493, 1.579], [-4.007, 3.946, 0.959], [-5.481, 3.973, 2.064], [-5.382, 2.922, 0.618], [-1.905, 3.335, 2.868], [-0.141, 0.515, -5.683], [0.940, 0.015, -6.688], [0.644, -1.387, -7.079], [0.916, 0.830, -7.969], [1.524, 2.197, -7.664], [3.009, 1.994, -7.298], [3.100, 1.260, -5.934], [4.563, 0.890, -5.729], [2.547, 2.149, -4.722], [2.344, 0.061, -6.099], [2.349, -0.616, -4.806], [0.010, 0.072, -4.696], [-0.036, 1.546, -5.636], [-1.122, 0.283, -6.004], [0.652, -2.085, -6.207], [-0.325, -1.407, -7.541], [1.471, -1.768, -7.648], [1.528, 0.379, -8.676], [-0.060, 0.957, -8.400], [1.468, 2.783, -8.579], [1.021, 2.862, -6.921], [3.517, 2.948, -7.256], [3.418, 1.421, -8.125], [4.770, 0.219, -6.546], [4.762, 0.381, -4.773], [5.231, 1.801, -5.808], [1.522, 2.541, -4.806], [3.134, 3.084, -4.558], [2.507, 1.562, -3.819], [2.892, -1.409, -4.933], [-2.244, 6.263, -2.385], [-1.735, 5.494, -1.164], [-2.394, 6.232, 0.058], [-2.213, 4.041, -1.037], [-1.364, 3.178, -1.954], [0.113, 3.287, -1.779], [0.613, 4.760, -1.844], [2.081, 4.888, -1.489], [0.493, 5.295, -3.265], [-0.288, 5.546, -0.914], [0.182, 6.851, -0.881], [-1.967, 5.964, -3.378], [-3.258, 6.402, -2.338], [-1.900, 7.349, -2.279], [-2.128, 5.656, 0.940], [-1.951, 7.250, 0.047], [-3.466, 6.252, -0.072], [-2.126, 3.761, 0.013], [-3.250, 3.910, -1.331], [-1.780, 2.205, -1.722], [-1.675, 3.406, -2.978], [0.696, 2.660, -2.500], [0.345, 2.880, -0.820], [2.259, 5.955, -1.362], [2.693, 4.460, -2.283], [2.223, 4.497, -0.487], [1.231, 4.868, -3.956], [0.576, 6.386, -3.278], [-0.457, 4.933, -3.676], [0.224, 7.179, 0.030], [1.192, -3.719, -3.369], [0.049, -3.394, -2.290], [0.465, -4.268, -1.053], [-0.055, -1.888, -2.100], [-1.345, -1.433, -1.385], [-2.611, -1.946, -2.147], [-2.570, -3.470, -2.197], [-2.692, -4.033, -0.803], [-3.683, -3.985, -3.056], [-1.240, -3.819, -2.880], [-1.199, -5.244, -2.933], [1.374, -4.823, -3.246], [0.905, -3.544, -4.414], [2.108, -3.149, -3.139], [0.354, -5.362, -1.234], [1.534, -4.137, -0.895], [-0.082, -3.893, -0.207], [0.788, -1.487, -1.537], [-0.054, -1.354, -3.079], [-1.385, -1.717, -0.363], [-1.313, -0.363, -1.383], [-2.686, -1.384, -3.065], [-3.464, -1.723, -1.525], [-3.727, -3.896, -0.469], [-1.911, -3.671, -0.094], [-2.441, -5.090, -0.786], [-3.732, -5.105, -2.941], [-3.577, -3.643, -4.055], [-4.658, -3.615, -2.686], [-1.437, -5.386, -3.863], [4.456, -1.883, -2.714], [4.497, -2.146, -4.123], [4.850, -3.502, -4.338], [5.472, -3.772, -5.744], [4.556, -3.398, -6.905], [5.657, -5.214, -5.846], [5.417, -1.547, -2.333], [4.034, -2.675, -1.997], [3.813, -0.971, -2.673], [5.524, -3.745, -3.518], [3.937, -4.060, -4.378], [6.377, -3.159, -5.789], [3.591, -3.856, -6.898], [4.955, -3.933, -7.708], [4.445, -2.304, -7.036], [5.796, -5.536, -6.828], [6.544, -5.511, -5.372], [3.166, 1.117, 0.065], [1.898, 0.927, 0.571], [1.608, -0.429, 0.820], [2.197, -0.917, 2.178], [1.942, -2.417, 2.296], [1.706, -0.122, 3.262], [3.165, 1.900, -0.704], [3.517, 0.171, -0.391], [3.837, 1.494, 0.861], [0.503, -0.592, 0.877], [2.063, -1.045, 0.036], [3.272, -0.742, 2.107], [2.475, -2.825, 3.174], [2.127, -3.030, 1.408], [0.841, -2.491, 2.470], [1.549, 0.828, 2.857], [0.762, -0.450, 3.548], [1.058, 3.565, 2.191], [1.082, 2.838, 3.383], [1.226, 3.746, 4.527], [2.144, 3.153, 5.613], [3.627, 2.768, 5.107], [1.333, 2.105, 6.306], [1.914, 4.153, 2.041], [0.155, 4.242, 2.138], [0.900, 2.865, 1.398], [1.663, 4.683, 4.152], [0.208, 3.826, 4.983], [2.361, 3.911, 6.303], [4.014, 3.683, 4.601], [3.609, 1.949, 4.439], [4.340, 2.541, 5.927], [1.720, 1.844, 7.228], [1.323, 1.320, 5.690], [2.961, -1.673, 5.797], [3.192, -1.002, 5.142], [2.225, -1.282, 6.268]],
  "largest_force_ev_per_a": 4.552,
  "total_charge": 0,
  "smiles": "CC1(C)CCCC(C)(C)N1O.CC1(C)CCCC(C)(C)N1O.CC1(C)CCCC(C)(C)N1O.CC1(C)CCCC(C)(C)N1O.CC1(C)CCCC(C)(C)N1O.COC[C@H](C)N.COC[C@H](C)N.COC[C@H](C)N.O"
}

| no. | orbital gap (eV) | HOMO level (eV) |
| --- | --- | --- |
| 1 | 9.37 | -8.9 |
| 2 | 8.96 | -8.4 |